Record 1
Formula: C4H6LaLiO2
Source: the OMol25 dataset
Level of theory: ωB97M-V/def2-TZVPD

HOMO-LUMO gap (spin up / spin down) = 5.33 / 6.09 eV
total charge = +3
<S²> = 0.782
spin multiplicity = 2

```
14
Properties=species:S:1:pos:R:3:forces:R:3:lowdin_spin:R:1
O -2.2596 -0.8598 0.5646 -1.407 2.018 0.293 0.12
C -1.2752 -1.6952 0.7487 2.652 0.985 -1.845 0.53
C -0.0545 -1.6689 0.1008 -2.620 -2.071 1.241 0.04
Li -3.8258 -1.9439 1.4262 0.183 -0.618 0.020 0.01
La -2.3563 1.5463 0.1276 1.906 -1.918 0.269 0.29
H 0.7378 -2.3112 0.4916 0.034 0.354 -0.283 0.00
H -0.1392 -1.4552 -0.9766 0.278 0.029 0.399 0.01
C 1.4702 0.9790 -0.6922 -1.437 0.077 -1.045 0.00
C 0.7356 0.8950 0.4982 -0.463 3.052 1.240 -0.01
O 1.7656 2.1455 -1.2461 -0.506 -1.049 1.425 0.00
H 1.5449 0.1330 -1.3828 0.710 -0.113 0.472 0.00
H 0.7380 0.3418 1.4402 0.271 -1.607 -1.227 0.00
H 0.8164 1.8491 1.0446 0.022 0.863 -0.652 0.00
H 2.1021 2.0444 -2.1447 0.378 -0.003 -0.306 0.00
```
Forces are in eV/Å.

---

Record 2
Formula: C10H16OS
Source: the OMol25 dataset
Level of theory: ωB97M-V/def2-TZVPD

HOMO-LUMO gap (spin up / spin down) = 7.12 / 7.17 eV
total charge = 0
energy above the lowest of the compared OMol25 structures with the same formula, charge and spin = 186.0 kcal per mole
spin multiplicity = 1

```
28
Properties=species:S:1:pos:R:3:forces:R:3:mulliken_charge:R:1
C -0.2348 1.9402 1.0572 2.261 -1.000 0.403 0.12
C -1.4720 2.2257 0.5461 -1.019 0.048 -0.396 -0.71
C 0.3170 0.7061 0.8310 -4.440 -0.758 -1.639 -0.34
C -1.4548 -0.3512 -0.1891 3.836 1.436 1.716 -0.59
C 2.7117 0.9847 0.9438 1.076 -2.103 -4.112 -1.49
C 1.4748 -0.6121 2.6140 1.505 0.435 -2.105 -1.46
C -2.0555 -2.0536 -1.7936 -0.952 -3.463 1.928 -1.51
C -0.2431 -0.4399 -2.3550 2.350 -3.192 -0.994 -1.35
C 1.5453 0.0063 1.1480 -0.094 -0.044 1.900 0.86
C -0.8855 -1.2621 -1.2736 -0.298 1.433 2.316 0.92
O -3.6236 1.0722 -0.7177 -1.234 0.684 -0.050 -0.65
S -2.1902 1.1151 -0.5091 1.529 -0.521 0.320 0.55
H 0.3937 2.6712 1.6073 -0.718 -0.143 -0.352 0.28
H -1.8942 3.1894 0.5680 -0.738 0.916 0.229 0.42
H 2.7361 1.7096 1.6371 -0.437 2.802 2.584 0.46
H 2.5363 1.4769 -0.0905 0.606 -0.685 1.647 0.33
H 3.7835 0.6020 0.9836 -1.486 -0.238 -0.285 0.35
H 0.8120 -1.4491 2.6972 -0.208 -0.505 -0.147 0.37
H 1.1909 0.1224 3.2956 -0.554 1.305 1.228 0.38
H 2.5210 -0.8483 2.7968 -0.071 -0.567 0.448 0.40
H -2.6402 -2.5277 -0.8573 0.938 1.408 -2.104 0.34
H -1.7365 -2.9795 -2.2987 0.251 0.310 -0.128 0.45
H -2.7382 -1.5886 -2.4917 -0.106 0.667 0.228 0.35
H 0.7786 -0.0262 -2.2579 -0.722 0.001 0.727 0.22
H -0.9482 0.2580 -2.6153 -1.274 1.835 -1.251 0.43
H -0.1142 -1.2361 -3.1264 -0.085 0.982 -0.343 0.40
H 1.5724 -0.8630 0.5427 0.527 -0.713 -1.105 0.22
H -0.1423 -1.8425 -0.6926 -0.444 -0.331 -0.663 0.25
```
Forces are in eV/Å.